(1)
Computed, not measured: H12MnO6 as an isolated structure, with ωB97M-V/def2-TZVPD.

E_tot: -1608.83118 hartree
Spin multiplicity: 6
Charge: +2
M: 163.0 g mol⁻¹
Orbital gap (spin up / spin down): 0.1576 / 0.1698 Eh
Expectation value of S²: 8.7521

Each line ends with the Mulliken spin population.
Positions of all 19 atoms, in Å:
Mn1 -0.01722 -0.09456 -0.12791  5.01
O1 1.65040 -2.11480 -3.24548  0.00
H1 1.70171 -3.06760 -3.32150  0.00
H2 2.21556 -1.78744 -3.94523  0.00
O2 -1.29274 2.31847 3.16338  0.00
H3 -1.45505 3.20513 2.84132  0.00
H4 -1.37510 2.38975 4.11436  0.00
O3 -3.64688 -0.81764 -1.59163  0.00
H5 -4.50637 -1.19533 -1.40495  0.00
H6 -3.60783 -0.77044 -2.54686  0.00
O4 3.53658 0.85748 2.09430  0.00
H7 3.55422 0.50271 2.98315  0.00
H8 4.44233 1.11334 1.92001  0.00
O5 -0.21212 3.33642 -2.12496  0.00
H9 0.08422 4.09404 -1.62057  0.00
H10 0.01192 3.54878 -3.03101  0.00
O6 -0.37471 -3.52426 1.71757  0.00
H11 0.20759 -4.28023 1.64245  0.00
H12 -0.91650 -3.71382 2.48356  0.00



(2)
Computed, not measured: C23H26N6Ni as an isolated structure, with ωB97M-V/def2-TZVPD.

E_tot: -2728.51022 hartree
Spin multiplicity: 3
Charge: +2
M: 445.2 g mol⁻¹
Orbital gap (spin up / spin down): 0.3605 / 0.3328 Eh
Expectation value of S²: 2.0049

Each line ends with the Mulliken spin population.
Positions of all 56 atoms, in Å:
Ni1 -0.27551 0.27199 -0.01935  1.75
C1 2.65790 0.67842 0.62013  -0.02
C2 2.24327 2.05331 1.12744  0.02
C3 1.10392 2.02322 2.10954  -0.01
C4 1.18277 2.74587 3.29358  0.00
C5 0.14865 2.67966 4.20926  0.00
C6 -0.94651 1.87859 3.92221  0.00
C7 -0.96540 1.20216 2.72099  0.00
N1 0.02915 1.27357 1.82187  0.02
N2 1.77488 0.14587 -0.44433  0.08
C8 2.05311 0.79683 -1.73467  -0.04
C9 0.86955 0.67733 -2.67300  0.03
C10 0.92178 1.22035 -3.94433  0.01
C11 -0.17846 1.06275 -4.77067  0.00
C12 -1.29563 0.38535 -4.29270  0.01
C13 -1.28312 -0.07885 -2.99133  0.01
N3 -0.21764 0.06034 -2.19055  0.02
C14 2.00322 -1.31471 -0.58580  0.01
C15 1.18185 -2.10614 0.39183  -0.01
C16 1.61264 -3.32039 0.89701  0.00
C17 0.77476 -4.03359 1.73962  0.00
C18 -0.46528 -3.50454 2.06323  0.01
C19 -0.81911 -2.28095 1.52967  0.00
N4 -0.01920 -1.59881 0.70341  0.06
H1 2.64330 -0.03177 1.44931  0.00
H2 3.68488 0.71379 0.24211  0.00
H3 2.00838 2.72982 0.29947  0.00
H4 3.10630 2.49784 1.62287  0.00
H5 2.05988 3.34520 3.49463  0.00
H6 0.20109 3.23385 5.13672  0.00
H7 -1.77136 1.77913 4.61279  0.00
H8 -1.80858 0.57996 2.45293  0.00
H9 2.94358 0.35516 -2.19610  0.00
H10 2.28249 1.84984 -1.56975  0.00
H11 1.80822 1.74070 -4.28143  0.00
H12 -0.17127 1.46131 -5.77612  0.00
H13 -2.16576 0.23325 -4.91450  0.00
H14 -2.14437 -0.57429 -2.56276  0.00
H15 3.06623 -1.54516 -0.47276  0.00
H16 1.70942 -1.61437 -1.59362  0.00
H17 2.59026 -3.70083 0.63421  0.00
H18 1.08849 -4.98639 2.14400  0.00
H19 -1.14506 -4.02430 2.72239  0.00
H20 -1.76897 -1.82134 1.77064  0.00
C20 -1.95732 3.27131 -0.10100  0.00
C21 -2.73669 2.00575 -0.05154  0.01
N5 -2.24245 0.77816 -0.01660  0.02
C22 -3.32124 -0.08928 0.02012  0.00
C23 -4.47028 0.62926 0.01332  0.00
N6 -4.08097 1.94533 -0.03177  0.00
H21 -0.89425 3.04845 -0.17915  0.00
H22 -2.11191 3.86682 0.79990  0.00
H23 -2.24357 3.87557 -0.96187  0.00
H24 -3.19763 -1.15826 0.02970  0.00
H25 -5.50415 0.33429 0.02819  0.00
H26 -4.70013 2.74039 -0.05763  0.00



(3)
Computed, not measured: a 2-piece molecular cluster, C3H13N4 overall in a non-equilibrium geometry, with ωB97M-V/def2-TZVPD.

E_tot: -340.81653 hartree
Spin multiplicity: 1
Charge: +1
M: 105.2 g mol⁻¹
Orbital gap: 0.3534 Eh

Each line ends with the Löwdin charge.
Positions of all 20 atoms, in Å:
C1 2.61261 -0.91644 0.35065  0.00
C2 -0.31333 -1.48612 -0.34729  0.01
C3 1.47551 0.06980 0.05038  -0.22
N1 2.10373 1.40264 -0.26948  0.12
N2 -3.48473 0.78772 -0.17510  0.05
N3 0.18276 -0.17905 -0.00319  -0.21
N4 -0.73394 0.77735 0.20841  0.07
H1 2.38542 -1.91969 0.26076  0.04
H2 2.91890 -0.66010 1.40197  0.12
H3 3.56940 -0.70260 -0.23624  0.12
H4 -1.14409 -1.53677 0.36365  0.10
H5 -0.90884 -1.41578 -1.30201  0.13
H6 0.32943 -2.38804 -0.39520  0.12
H7 1.78517 2.14877 0.44265  0.13
H8 3.04094 1.20032 0.00201  0.05
H9 -3.98474 0.48965 -0.98857  0.05
H10 -3.82289 1.69967 0.09928  0.06
H11 -1.83182 0.68644 0.04680  0.07
H12 -0.44138 1.74218 -0.09640  0.13
H13 -3.73811 0.20006 0.58692  0.05



(4)
Computed, not measured: a 2-piece molecular cluster, C4H12 overall in a non-equilibrium geometry, with ωB97M-V/def2-TZVPD.

SMILES: CC.CC
E_tot: -159.52539 hartree
Spin multiplicity: 1
M: 60.1 g mol⁻¹
Orbital gap: 0.4547 Eh

Each line ends with the Löwdin charge.
Positions of all 16 atoms, in Å:
C1 0.21478 -2.20179 -1.52875  -0.12
C2 -0.66431 -0.84008 -1.27934  -0.13
H1 1.09852 -2.13198 -0.87640  0.05
H2 -0.32945 -3.07551 -1.28291  0.03
H3 0.48061 -1.99946 -2.61713  0.08
H4 -1.71508 -1.15385 -1.59941  0.10
H5 -0.25564 -0.05337 -1.85333  0.05
H6 -0.52362 -0.44194 -0.37074  -0.05
C3 -0.54754 1.34225 1.31312  -0.17
C4 0.94975 1.54064 1.46727  -0.17
H7 -0.84088 0.54866 0.71629  -0.01
H8 -0.99553 1.58021 2.38135  0.11
H9 -0.97735 2.20494 0.82946  0.06
H10 1.50275 0.58228 1.54950  0.07
H11 1.19294 2.03551 2.45899  0.08
H12 1.41007 2.06347 0.69204  0.03



(5)
Computed, not measured: a single C3H8OS molecule in a non-equilibrium geometry, with ωB97M-V/def2-TZVPD.

SMILES: CSCCO
E_tot: -592.50425 hartree
Spin multiplicity: 1
M: 92.2 g mol⁻¹
Orbital gap: 0.3539 Eh

Each line ends with the Löwdin charge.
Positions of all 13 atoms, in Å:
C1 -1.90142 0.48828 -0.37018  -0.44
S1 -1.10852 -1.13814 -0.34286  0.78
C2 0.28955 -0.70304 0.76227  -0.47
C3 1.42592 0.11386 0.13059  -0.37
O1 2.11905 -0.53007 -0.85225  -0.05
H1 -2.89008 0.31818 -0.82941  0.03
H2 -2.00458 0.97477 0.63975  0.05
H3 -1.27274 1.21892 -0.90974  0.03
H4 0.65978 -1.64372 1.10283  0.06
H5 -0.04457 -0.11306 1.60528  0.07
H6 1.08298 1.06269 -0.32242  0.11
H7 2.09461 0.37839 0.98557  0.13
H8 1.55002 -0.42705 -1.59944  0.07



(6)
Computed, not measured: a 3-piece molecular cluster, C17H28F6N2O8S overall in a non-equilibrium geometry, with ωB97M-V/def2-TZVPD.

SMILES: O=CC[C@]1(COC(F)(F)F)C[C@H](C[C@@H](O)C(F)(F)F)CS(=O)(=O)O1.CNC(C)=O.CNC(C)=O
E_tot: -2373.41464 hartree
Spin multiplicity: 1
M: 534.5 g mol⁻¹
Orbital gap: 0.3574 Eh

Each line ends with the Löwdin charge.
Positions of all 62 atoms, in Å:
O1 6.38457 3.71656 -0.54177  0.09
C1 5.41638 3.07991 -0.34853  -0.25
C2 4.43606 2.72764 -1.46688  -0.05
C3 3.69027 1.37054 -1.24429  -0.45
C4 4.59411 0.25966 -1.81294  -0.08
O2 5.65951 -0.05755 -0.90763  0.09
C5 6.58967 -0.86037 -1.43272  -0.77
F1 6.12288 -1.71529 -2.35121  0.16
F2 7.50068 -0.11115 -2.06627  0.17
F3 7.15852 -1.57813 -0.51636  0.22
C6 2.43026 1.37933 -2.12865  -0.08
C7 1.48047 0.26275 -1.58318  -0.30
C8 0.52546 -0.30547 -2.65783  -0.07
C9 0.92320 -1.71094 -3.10459  -0.26
O3 2.20034 -1.71276 -3.72144  0.01
C10 0.93884 -2.73453 -1.94652  -0.62
F4 2.11709 -2.85926 -1.36955  0.18
F5 0.00036 -2.51691 -1.04518  0.18
F6 0.68741 -3.95181 -2.47311  0.13
C11 0.72185 0.92369 -0.38551  -0.12
S1 2.02204 1.65367 0.67187  0.65
O4 1.83834 1.06856 1.95377  -0.26
O5 1.95002 3.07613 0.70277  -0.24
O6 3.43422 1.07305 0.13326  -0.15
H1 5.21984 2.77393 0.70066  0.14
H2 4.96143 2.66109 -2.42634  0.14
H3 3.70223 3.53838 -1.58409  0.13
H4 4.93386 0.49957 -2.82725  0.15
H5 3.97839 -0.64605 -1.92514  0.13
H6 2.64771 1.20892 -3.18808  0.14
H7 1.91244 2.34345 -2.02431  0.13
H8 2.07811 -0.54728 -1.15013  0.12
H9 -0.51228 -0.33874 -2.30692  0.13
H10 0.58105 0.34074 -3.54385  0.13
H11 0.20123 -2.07893 -3.85000  0.16
H12 2.43279 -2.63219 -3.91607  0.11
H13 0.09611 1.70329 -0.83099  0.12
H14 0.15058 0.17946 0.17316  0.11
C12 -1.19626 -3.08072 3.20671  -0.07
N1 -1.34987 -1.68311 2.84812  0.01
C13 -2.43505 -1.06759 2.31011  -0.55
C14 -3.65648 -1.90879 2.03520  -0.01
O7 -2.40086 0.13045 2.06434  0.02
H15 -0.97153 -3.15142 4.27219  0.08
H16 -0.36219 -3.50262 2.64311  0.08
H17 -2.09464 -3.65073 2.99373  0.07
H18 -0.57002 -1.06074 3.00586  0.14
H19 -4.43355 -1.28067 1.61010  0.07
H20 -3.41845 -2.69883 1.32115  0.09
H21 -4.03039 -2.34345 2.96313  0.09
C15 -7.76277 2.44874 1.49799  -0.08
N2 -7.91988 1.05002 1.84946  0.00
C16 -7.07037 0.26060 2.56148  -0.56
C17 -5.79332 0.88522 3.06447  -0.01
O8 -7.34914 -0.90982 2.77426  0.02
H22 -8.59842 3.01592 1.91219  0.08
H23 -7.77675 2.54641 0.41086  0.08
H24 -6.83240 2.85585 1.87972  0.07
H25 -8.75276 0.57126 1.54345  0.14
H26 -5.22189 0.14021 3.60950  0.08
H27 -5.19183 1.23804 2.22535  0.08
H28 -6.01724 1.71279 3.73937  0.09



(7)
Computed, not measured: a 40-piece molecular cluster, H80O40 overall in a non-equilibrium geometry, with ωB97M-V/def2-TZVPD.

E_tot: -3057.39041 hartree
Spin multiplicity: 1
M: 720.6 g mol⁻¹
Orbital gap: 0.3452 Eh

Each line ends with the Löwdin charge.
Positions of all 120 atoms, in Å:
H1 -3.40866 -0.00353 -0.59793  0.05
H2 -3.31466 0.03487 -2.16002  0.05
O1 -3.19701 -0.51754 -1.38414  -0.06
H3 5.22607 2.79577 -3.15743  0.04
H4 4.23830 3.47933 -4.12821  0.01
O2 4.56223 2.63720 -3.82422  -0.02
H5 -0.63845 -3.20279 -1.64970  0.01
H6 -1.02232 -1.96838 -0.81454  -0.01
O3 -0.28222 -2.40066 -1.23155  -0.03
H7 -4.31879 -2.26856 0.16108  0.00
H8 -5.83422 -1.84763 0.39134  0.05
O4 -5.24732 -2.42816 -0.09616  -0.06
H9 -2.15540 -5.78299 1.22682  0.04
H10 -0.72404 -6.07317 1.55133  0.01
O5 -1.45704 -6.42539 1.03716  -0.05
H11 1.02225 1.55041 -0.98131  -0.01
O6 1.91182 1.53026 -1.27396  -0.05
H12 -1.78997 2.12281 0.74403  0.00
O7 -2.54628 1.92430 1.33008  -0.07
H13 2.37643 0.16381 0.18560  0.00
H14 3.35321 1.27714 0.17823  0.02
O8 3.27614 0.36147 0.44126  -0.05
H15 -1.56657 4.82267 -2.07078  0.08
H16 -0.62228 3.87563 -2.53507  0.07
O9 -1.57716 3.87657 -2.29681  -0.07
H17 -3.94368 1.06397 2.68539  0.03
H18 -5.48378 1.22583 2.35260  0.06
O10 -4.67756 1.67296 2.62598  -0.05
H19 4.12535 -2.15690 -2.55518  0.03
H20 3.26266 -1.35885 -1.53452  0.00
O11 4.10308 -1.36952 -2.00031  -0.04
H21 -0.01155 -0.18365 2.15964  0.01
O12 0.65010 0.38174 1.67267  -0.06
H22 -1.56991 2.01103 -2.67582  0.01
H23 -1.20846 0.71601 -3.48644  0.00
O13 -1.26536 1.09876 -2.60219  -0.04
H24 4.19530 2.27613 3.18160  0.03
H25 4.50048 3.76039 3.36159  0.05
O14 3.81280 3.15695 3.06447  -0.05
H26 1.15343 -3.79902 -0.52528  0.00
H27 0.95001 -4.42808 0.96815  0.02
O15 1.54338 -4.11443 0.29386  -0.03
H28 -1.00707 -1.26474 -3.86198  0.04
H29 -1.53995 -1.21985 -5.35267  0.04
O16 -0.98651 -0.80237 -4.70641  -0.06
H30 0.20405 -1.37391 3.23454  0.03
H31 -1.19927 -1.07150 3.80880  0.07
O17 -0.73451 -1.38875 3.02418  -0.04
H32 0.97321 4.68675 -0.32103  0.08
H33 1.87096 3.44690 -0.97210  0.02
O18 1.39928 4.27881 -1.07028  -0.05
H34 3.18853 -3.39241 2.20687  0.02
O19 3.06913 -2.44125 2.22221  -0.03
H35 -3.84279 3.92086 2.66970  0.01
H36 -5.16307 4.13622 2.74074  0.03
O20 -4.39010 4.72630 2.65540  -0.07
H37 5.55158 -1.06598 2.40212  0.04
O21 5.30250 -0.40054 1.77642  -0.06
H38 -3.16330 -3.29283 -3.52604  0.00
H39 -2.33849 -3.80982 -4.82399  0.05
O22 -2.32219 -3.32270 -4.00318  -0.03
H40 -0.00257 2.93023 0.49635  0.01
H41 -0.58232 3.11618 -1.13787  0.02
O23 -0.36455 2.57403 -0.33933  -0.13
H42 -2.33379 -4.40280 3.85114  0.04
H43 -2.03046 -2.90356 4.25958  0.00
O24 -2.18702 -3.50719 3.53846  -0.05
H44 0.22095 -1.57858 6.49090  0.06
H45 0.14537 -2.80177 6.12105  0.07
O25 -0.31572 -1.99955 5.78501  -0.08
H46 -4.47547 -3.21770 -2.90406  0.03
H47 -5.00766 -2.13369 -1.83929  0.02
O26 -4.46643 -2.30025 -2.63472  -0.08
H48 1.71442 -3.18573 -3.14945  0.01
H49 1.50126 -4.06137 -4.43615  0.04
O27 1.82747 -3.22922 -4.09981  -0.03
H50 3.44301 5.25620 -3.43231  -0.01
H51 2.28485 5.08399 -2.17424  0.00
O28 2.95708 5.59630 -2.70560  -0.07
H52 -3.19898 0.22581 -5.10107  0.02
H53 -2.46185 1.52036 -5.60146  0.04
O29 -2.86480 0.69223 -5.86393  -0.04
H54 6.33488 1.05588 1.81044  0.01
H55 5.84387 2.29337 1.10865  0.00
O30 6.58230 1.68218 1.08089  -0.09
H56 -5.78950 2.69225 -0.97042  0.04
H57 -5.32335 2.82423 0.43154  0.01
O31 -6.07132 2.46802 -0.07672  -0.05
H58 0.96846 2.95410 2.28700  0.06
O32 0.01730 3.14949 2.21458  -0.06
H59 0.99568 -0.01173 -4.46125  0.05
H60 0.97325 -1.03146 -3.60377  0.00
O33 1.34514 -0.13964 -3.56007  -0.06
H61 2.40806 -2.30137 1.52811  0.04
H62 2.10094 1.31719 -2.19599  0.06
H63 4.75138 -0.65243 1.05107  0.00
H64 -3.36107 1.88565 0.84503  0.01
H65 0.45392 0.20290 0.74343  0.04
H66 -0.37403 2.22207 2.26923  0.06
O34 1.59681 2.34446 5.31359  -0.04
H67 1.01267 2.90435 4.79609  0.02
H68 2.10839 1.84980 4.67862  -0.01
O35 2.19722 -1.15465 4.86878  -0.06
H69 2.24264 -1.58022 3.98741  0.01
H70 2.18130 -0.27806 4.45142  0.03
O36 -2.40731 4.34703 0.13909  -0.05
H71 -1.90323 3.76991 0.71371  -0.01
H72 -2.50558 5.16619 0.64534  0.06
O37 3.91012 3.56598 -1.14607  -0.05
H73 3.68346 3.79573 -2.04742  -0.02
H74 4.03052 2.62283 -1.02718  0.03
O38 -0.64360 -5.07364 -2.17324  -0.04
H75 -0.98898 -5.81110 -2.67914  0.06
H76 -0.12067 -5.42108 -1.46017  0.02
O39 2.02681 -5.26072 3.28883  -0.02
H77 1.25802 -5.33985 3.85493  0.04
H78 2.35192 -4.37342 3.21372  -0.01
O40 -2.63401 -2.30870 0.41384  -0.05
H79 -2.40717 -2.01330 -0.49364  0.02
H80 -1.92035 -1.87204 0.90190  0.05



(8)
Computed, not measured: a single C6H13N molecule in a non-equilibrium geometry, with ωB97M-V/def2-TZVPD.

SMILES: C=CCCCCN
E_tot: -291.13296 hartree
Spin multiplicity: 1
M: 99.2 g mol⁻¹
Orbital gap: 0.3895 Eh

Each line ends with the Löwdin charge.
Positions of all 20 atoms, in Å:
C1 -1.06686 0.92194 -3.12909  -0.01
C2 -0.88497 0.86260 -1.82303  -0.19
C3 0.30750 0.18137 -1.18560  -0.22
C4 0.65221 0.72015 0.18333  -0.21
C5 -0.33949 0.20703 1.25254  -0.21
C6 -0.07718 -1.22104 1.71382  -0.31
N1 1.15417 -1.28305 2.48415  0.00
H1 -0.37941 0.50724 -3.85789  0.06
H2 -1.93402 1.42226 -3.51355  0.04
H3 -1.59399 1.32007 -1.14313  0.10
H4 1.10072 0.22179 -1.93367  0.11
H5 0.06120 -0.87478 -1.14519  0.10
H6 1.66441 0.42675 0.44452  0.09
H7 0.63185 1.80374 0.20854  0.11
H8 -1.34014 0.35066 0.85364  0.10
H9 -0.27222 0.83004 2.14886  0.11
H10 -0.15862 -1.91246 0.86517  0.10
H11 -0.90857 -1.46824 2.38845  0.11
H12 1.95456 -1.05827 1.90233  0.05
H13 1.30812 -2.24296 2.77811  0.07